1.
Formula: C54H67As2BN6OPRhS
Source: OMol25
Level of theory: ωB97M-V/def2-TZVPD

Last column: Löwdin spin population.
Element x y z (Å)
1 Rh 1.07 -0.40 1.05  2.3601
2 C 2.50 -3.79 0.96  0.0052
3 C 3.33 -2.73 1.59  0.0137
4 C 4.63 -2.83 2.09  0.0053
5 C 5.00 -1.55 2.43  0.0077
6 C 6.29 -1.07 3.01  0.0015
7 N 3.97 -0.72 2.14  0.0058
8 N 2.93 -1.46 1.64  0.1049
9 B 4.01 0.81 2.09  -0.0037
10 N 2.84 1.48 2.79  0.0026
11 N 1.55 1.03 2.63  0.0971
12 C 0.79 1.75 3.44  0.0182
13 C -0.68 1.58 3.54  0.0026
14 C 1.57 2.66 4.16  0.0057
15 C 2.87 2.45 3.73  0.0132
16 C 4.12 3.10 4.19  0.0025
17 N 3.88 1.24 0.53  0.0184
18 N 3.01 0.48 -0.14  0.5715
19 C 2.93 0.98 -1.46  0.0546
20 C 2.98 -0.10 -2.51  0.0158
21 C 3.88 2.18 -1.58  0.0331
22 C 4.37 2.24 -0.17  0.1849
23 C 5.27 3.26 0.40  0.0303
24 H 2.95 -4.10 0.01  0.0002
25 H 1.49 -3.42 0.73  0.0050
26 H 2.42 -4.67 1.59  0.0000
27 H 5.22 -3.72 2.21  0.0007
28 H 6.90 -1.93 3.30  0.0001
29 H 6.12 -0.46 3.90  0.0002
30 H 6.86 -0.48 2.30  0.0003
31 H 5.04 1.22 2.50  -0.0004
32 H -1.16 1.75 2.58  0.0006
33 H -1.09 2.29 4.26  0.0001
34 H -0.93 0.58 3.89  0.0006
35 H 1.25 3.36 4.90  0.0006
36 H 3.88 3.92 4.87  0.0002
37 H 4.71 3.50 3.37  0.0005
38 H 4.76 2.40 4.74  0.0006
39 H 2.29 -0.91 -2.27  0.0012
40 H 3.99 -0.51 -2.56  0.0001
41 H 2.72 0.30 -3.49  0.0005
42 H 4.69 2.16 -2.31  0.0105
43 H 5.88 3.71 -0.38  0.0027
44 H 5.91 2.84 1.18  0.0039
45 H 4.67 4.06 0.85  0.0130
46 O 0.10 3.20 0.95  0.0013
47 S -0.68 4.44 0.58  0.0002
48 C -1.08 5.32 2.13  0.0000
49 C -0.07 6.46 2.31  0.0000
50 C 0.23 6.96 0.90  0.0000
51 C 0.54 5.70 0.10  0.0002
52 H -1.05 4.56 2.91  0.0000
53 H -2.10 5.69 2.03  0.0000
54 H 0.84 6.07 2.77  0.0000
55 H -0.46 7.24 2.96  0.0000
56 H 1.06 7.66 0.87  0.0000
57 H -0.64 7.47 0.48  0.0000
58 H 1.50 5.26 0.40  0.0001
59 H 0.51 5.83 -0.99  0.0000
60 C 0.26 -3.28 3.56  0.0159
61 As -0.59 -2.03 2.34  0.0776
62 C -2.08 -1.56 3.52  0.0175
63 C -1.43 -3.25 1.02  0.0154
64 C -2.79 -3.71 1.44  0.0022
65 C -3.90 -2.90 1.20  0.0015
66 C -5.16 -3.28 1.64  0.0000
67 C -5.33 -4.48 2.32  0.0020
68 C -4.23 -5.30 2.55  0.0000
69 C -2.97 -4.91 2.12  0.0018
70 H -0.52 -3.93 3.97  0.0028
71 H 0.73 -2.73 4.37  0.0000
72 H 1.01 -3.88 3.05  0.0000
73 H -2.73 -2.43 3.59  0.0024
74 H -2.65 -0.71 3.18  0.0003
75 H -1.65 -1.35 4.50  0.0001
76 H -0.74 -4.10 0.94  0.0001
77 H -1.45 -2.75 0.06  0.0013
78 H -3.78 -1.97 0.65  0.0001
79 H -6.01 -2.65 1.44  0.0000
80 H -6.31 -4.78 2.66  0.0001
81 H -4.35 -6.23 3.07  0.0000
82 H -2.11 -5.55 2.29  0.0002
83 C -1.12 -0.94 -2.24  0.0172
84 C -0.14 -1.88 -2.91  0.0021
85 As -0.87 -3.24 -4.16  0.0000
86 C -1.88 -2.04 -5.32  0.0004
87 C -1.34 -0.83 -5.72  0.0003
88 C -2.00 -0.02 -6.64  0.0000
89 C -3.21 -0.43 -7.17  0.0000
90 C -3.75 -1.65 -6.80  0.0001
91 C -3.09 -2.45 -5.88  0.0000
92 C -2.28 -3.93 -2.99  0.0000
93 C -1.97 -5.11 -2.31  0.0000
94 C -2.92 -5.73 -1.51  0.0000
95 C -4.20 -5.19 -1.41  0.0000
96 C -4.51 -4.02 -2.08  0.0000
97 C -3.55 -3.39 -2.86  0.0000
98 P -0.41 0.28 -1.07  0.0755
99 C 0.52 1.48 -2.09  0.0084
100 C 1.71 1.99 -1.37  0.0581
101 C 2.63 3.07 -1.96  0.0324
102 C 2.39 3.24 -3.43  0.0113
103 C 1.34 2.69 -4.04  0.0034
104 C 0.36 1.81 -3.37  0.0204
105 C -1.92 1.16 -0.55  0.0124
106 C -2.60 0.69 0.56  0.0053
107 C -3.82 1.23 0.93  0.0000
108 C -4.37 2.26 0.17  0.0015
109 C -3.70 2.72 -0.95  0.0009
110 C -2.48 2.18 -1.31  0.0033
111 H -1.86 -1.51 -1.67  0.0001
112 H -1.69 -0.35 -2.97  0.0028
113 H 0.39 -2.48 -2.15  0.0014
114 H 0.62 -1.33 -3.46  0.0001
115 H -0.37 -0.52 -5.34  0.0001
116 H -1.56 0.92 -6.96  0.0000
117 H -3.73 0.20 -7.89  0.0000
118 H -4.69 -1.98 -7.22  0.0000
119 H -3.52 -3.41 -5.60  0.0000
120 H -1.00 -5.56 -2.44  0.0000
121 H -2.68 -6.65 -1.00  0.0000
122 H -4.94 -5.69 -0.80  0.0000
123 H -5.50 -3.60 -2.00  0.0000
124 H -3.82 -2.48 -3.39  0.0000
125 H 1.47 2.20 -0.33  0.0007
126 H 2.61 4.04 -1.44  0.0017
127 H 3.07 3.88 -3.98  0.0008
128 H 1.18 2.89 -5.10  0.0001
129 H -0.46 1.43 -3.96  0.0011
130 H -2.18 -0.12 1.15  0.0025
131 H -4.34 0.86 1.80  0.0000
132 H -5.32 2.69 0.45  0.0001
133 H -4.13 3.52 -1.55  0.0001
134 H -1.97 2.55 -2.19  0.0003

Its LUMO energy (spin up / spin down) is -4.78 / -6.66 eV. For the HOMO-LUMO gap (spin up / spin down), the calculation gives 7.276 / 5.400 eV. As for the total energy: -7847.672061 hartree. Its total charge is +2. The spin multiplicity is 5.

2.
Formula: C54H69CaN2O8P2SSi
Source: OMol25
Level of theory: ωB97M-V/def2-TZVPD

Last column: Löwdin charge in e.
Element x y z (Å)
1 Ca -0.59 -0.31 -0.51  1.2485
2 O 0.55 1.71 -0.34  -0.4465
3 P 0.20 3.16 -0.46  0.7440
4 C -0.94 3.63 0.89  -0.2732
5 P -2.44 2.58 0.87  0.7537
6 O -2.06 1.16 0.62  -0.4328
7 C -3.54 3.33 -0.33  -0.2995
8 C -3.96 2.59 -1.43  -0.0726
9 C -4.81 3.17 -2.36  -0.0550
10 C -5.24 4.48 -2.20  -0.0644
11 C -4.81 5.22 -1.10  -0.0698
12 C -3.97 4.65 -0.17  -0.0975
13 C -3.22 2.80 2.48  -0.2652
14 C -2.46 2.62 3.64  -0.0745
15 C -3.06 2.67 4.88  -0.0668
16 C -4.43 2.89 4.98  -0.0637
17 C -5.19 3.05 3.83  -0.0602
18 C -4.59 3.00 2.58  -0.0682
19 C 1.63 4.23 -0.32  -0.2820
20 C 1.70 5.32 0.55  -0.0774
21 C 2.85 6.10 0.60  -0.0657
22 C 3.92 5.81 -0.24  -0.0645
23 C 3.85 4.73 -1.11  -0.0708
24 C 2.71 3.94 -1.15  -0.0771
25 C -0.57 3.55 -2.03  -0.2775
26 C -0.86 2.53 -2.93  -0.0804
27 C -1.50 2.81 -4.13  -0.0587
28 C -1.84 4.12 -4.43  -0.0627
29 C -1.55 5.15 -3.54  -0.0634
30 C -0.91 4.86 -2.35  -0.0707
31 H -1.20 4.69 0.88  0.0749
32 H -0.38 3.40 1.80  0.0553
33 H -3.61 1.57 -1.57  0.0357
34 H -5.14 2.59 -3.22  0.1161
35 H -5.91 4.93 -2.92  0.1101
36 H -5.15 6.24 -0.97  0.1092
37 H -3.65 5.23 0.70  0.1138
38 H -1.39 2.43 3.57  0.0903
39 H -2.46 2.54 5.77  0.1093
40 H -4.90 2.92 5.95  0.1108
41 H -6.26 3.21 3.91  0.1118
42 H -5.19 3.13 1.69  0.1070
43 H 0.88 5.55 1.21  0.0993
44 H 2.90 6.94 1.28  0.1107
45 H 4.81 6.43 -0.21  0.1114
46 H 4.69 4.50 -1.76  0.1117
47 H 2.66 3.09 -1.82  0.1137
48 H -0.61 1.50 -2.70  0.0650
49 H -1.73 2.01 -4.82  0.1149
50 H -2.34 4.34 -5.37  0.1122
51 H -1.82 6.17 -3.78  0.1113
52 H -0.68 5.67 -1.66  0.1140
53 C 0.82 -4.59 -4.07  -0.0510
54 N 0.55 -3.34 -3.38  -0.1474
55 C 0.43 -2.17 -4.22  -0.0349
56 C 0.37 -3.32 -2.06  -0.2862
57 O 0.13 -2.35 -1.34  -0.1742
58 H 0.02 -4.82 -4.78  0.0961
59 H 0.90 -5.40 -3.35  0.0877
60 H 1.77 -4.52 -4.62  0.0929
61 H 1.26 -2.15 -4.94  0.0924
62 H 0.48 -1.28 -3.60  0.0586
63 H -0.52 -2.16 -4.75  0.0886
64 H 0.49 -4.31 -1.60  0.1472
65 C -3.59 -4.20 -3.53  -0.0296
66 C -3.21 -4.82 -2.19  -0.6270
67 C -2.13 -5.87 -2.37  -0.0221
68 C -4.43 -5.45 -1.52  -0.0208
69 O -2.63 -3.82 -1.33  -0.1527
70 Si -3.10 -2.28 -0.98  -0.1611
71 S -2.57 -0.81 -2.32  0.3245
72 O -4.70 -2.40 -0.67  -0.1498
73 C -5.74 -1.48 -0.33  -0.6388
74 C -6.86 -2.30 0.28  -0.0235
75 C -6.22 -0.81 -1.62  -0.0317
76 C -5.24 -0.44 0.66  -0.0248
77 O -2.20 -1.90 0.39  -0.2934
78 C -1.94 -2.66 1.60  -0.6128
79 C -1.73 -1.62 2.69  -0.0224
80 C -3.12 -3.56 1.96  -0.0099
81 C -0.68 -3.49 1.37  -0.0178
82 H -3.98 -4.96 -4.20  0.0933
83 H -2.72 -3.73 -3.99  0.0737
84 H -4.35 -3.43 -3.40  0.0787
85 H -2.49 -6.69 -3.00  0.0957
86 H -1.83 -6.28 -1.40  0.0934
87 H -1.25 -5.43 -2.85  0.0419
88 H -4.82 -6.26 -2.14  0.0917
89 H -5.21 -4.71 -1.36  0.0728
90 H -4.15 -5.87 -0.55  0.0869
91 H -7.14 -3.11 -0.39  0.0864
92 H -7.74 -1.68 0.46  0.0905
93 H -6.54 -2.74 1.23  0.0835
94 H -6.59 -1.56 -2.31  0.0920
95 H -5.38 -0.28 -2.09  0.0384
96 H -7.02 -0.09 -1.41  0.0897
97 H -4.89 -0.91 1.59  0.0794
98 H -6.05 0.26 0.92  0.0935
99 H -4.40 0.13 0.24  0.0522
100 H -2.64 -1.04 2.85  0.0890
101 H -0.93 -0.94 2.40  0.0568
102 H -1.44 -2.11 3.62  0.0967
103 H -4.04 -2.98 2.05  0.0771
104 H -2.92 -4.05 2.91  0.0973
105 H -3.27 -4.33 1.20  0.0791
106 H 0.17 -2.85 1.14  0.0725
107 H -0.84 -4.17 0.53  0.0788
108 H -0.46 -4.08 2.27  0.0951
109 C 5.42 1.22 0.41  -0.0396
110 O 4.68 0.12 0.92  -0.0646
111 C 3.59 0.38 1.66  -0.2278
112 C 3.12 1.66 1.94  -0.0028
113 C 2.01 1.83 2.76  -0.0806
114 C 1.36 0.73 3.30  -0.0837
115 C 1.81 -0.55 3.00  -0.0228
116 C 2.91 -0.72 2.17  -0.1738
117 N 3.38 -2.05 1.92  0.1359
118 C 3.79 -2.62 0.79  -0.0016
119 C 3.68 -2.21 -0.52  -0.1382
120 C 4.49 -2.88 -1.49  -0.0399
121 C 4.55 -2.47 -2.78  -0.0889
122 C 3.76 -1.35 -3.18  -0.0694
123 C 2.92 -0.72 -2.32  -0.0169
124 C 2.77 -1.16 -0.95  -0.3697
125 O 1.88 -0.73 -0.19  -0.0904
126 H 6.28 0.79 -0.10  0.1010
127 H 5.76 1.87 1.22  0.1020
128 H 4.82 1.80 -0.30  0.0845
129 H 3.62 2.53 1.53  0.1049
130 H 1.67 2.83 2.98  0.1027
131 H 0.51 0.86 3.96  0.0974
132 H 1.30 -1.42 3.39  0.1159
133 H 3.53 -2.59 2.75  0.1593
134 H 4.32 -3.55 0.97  0.1438
135 H 5.10 -3.72 -1.16  0.1156
136 H 5.19 -2.97 -3.50  0.1010
137 H 3.82 -1.01 -4.21  0.1102
138 H 2.30 0.11 -2.63  0.1103

Its LUMO energy is -2.37 eV. For the HOMO-LUMO gap, the calculation gives 7.219 eV. As for the total energy: -4858.849855 hartree. Its total charge is +1. The spin multiplicity is 1.

3.
Formula: C54H70GeN5P3Ti
Source: OMol25
Level of theory: ωB97M-V/def2-TZVPD

Last column: Löwdin spin population.
Element x y z (Å)
1 Ti -0.01 1.45 0.36  0.9787
2 C 1.82 4.10 -1.95  0.0002
3 C 1.21 3.10 -2.93  -0.0004
4 C 2.30 2.19 -3.48  -0.0001
5 P -0.18 2.06 -2.29  -0.0007
6 C -1.47 3.29 -1.81  0.0067
7 N -2.57 2.71 -1.05  -0.0077
8 Ge -2.57 0.92 -0.01  -0.0026
9 N -3.07 0.57 1.86  0.0003
10 C -2.23 -0.24 2.71  0.0046
11 P -0.43 0.11 2.58  0.0069
12 C 0.41 -1.47 3.06  0.0007
13 C 0.90 -2.35 1.93  0.0005
14 C -0.42 -2.31 4.04  -0.0005
15 C -0.08 1.06 4.14  -0.0017
16 C -1.07 2.17 4.47  -0.0001
17 C 1.36 1.55 4.22  0.0001
18 C -4.43 0.45 2.13  -0.0001
19 C -5.00 -0.26 3.18  0.0001
20 C -6.38 -0.32 3.32  0.0000
21 C -7.23 0.29 2.41  0.0000
22 C -6.67 0.99 1.35  0.0000
23 C -5.30 1.07 1.22  0.0000
24 N -4.66 1.75 0.12  0.0002
25 C -4.52 3.18 0.22  -0.0005
26 C -5.35 4.00 0.94  0.0001
27 C -5.19 5.38 0.85  -0.0008
28 C -4.21 5.89 0.02  0.0001
29 C -3.33 5.06 -0.68  -0.0008
30 C -3.44 3.67 -0.55  -0.0001
31 C -5.22 1.36 -1.16  -0.0003
32 C -6.23 2.06 -1.79  0.0000
33 C -6.75 1.58 -2.98  -0.0003
34 C -6.24 0.41 -3.52  0.0000
35 C -5.20 -0.27 -2.91  -0.0004
36 C -4.66 0.20 -1.71  -0.0003
37 N -3.59 -0.35 -1.02  -0.0049
38 C -3.06 -1.61 -1.49  -0.0003
39 P -2.34 -2.57 -0.09  -0.0007
40 C -1.67 -4.05 -1.00  -0.0001
41 C -2.61 -4.77 -1.97  0.0000
42 C -0.39 -3.66 -1.73  0.0000
43 C -3.88 -3.14 0.80  -0.0001
44 C -3.59 -4.44 1.55  0.0000
45 C -5.19 -3.22 0.02  0.0000
46 C -0.81 1.27 -3.85  -0.0021
47 C -2.22 0.75 -3.67  0.0000
48 C -0.78 2.20 -5.07  -0.0007
49 H 2.39 4.84 -2.51  0.0000
50 H 2.52 3.60 -1.28  0.0000
51 H 1.08 4.64 -1.35  0.0000
52 H 0.77 3.69 -3.74  -0.0003
53 H 2.74 1.59 -2.68  0.0000
54 H 3.10 2.79 -3.92  0.0000
55 H 1.94 1.50 -4.25  0.0000
56 H -1.87 3.78 -2.71  0.0005
57 H -0.96 4.07 -1.24  0.0002
58 H -2.36 -1.32 2.53  0.0000
59 H -2.48 -0.08 3.77  -0.0001
60 H 1.29 -1.09 3.60  0.0000
61 H 0.07 -2.67 1.30  0.0000
62 H 1.38 -3.24 2.34  0.0000
63 H 1.64 -1.85 1.30  0.0003
64 H -1.22 -2.83 3.51  0.0000
65 H -0.88 -1.72 4.84  0.0000
66 H 0.20 -3.06 4.51  0.0000
67 H -0.20 0.28 4.91  -0.0004
68 H -2.08 1.81 4.64  0.0000
69 H -1.11 2.92 3.67  0.0000
70 H -0.74 2.68 5.38  -0.0001
71 H 1.46 2.51 3.71  0.0000
72 H 2.08 0.85 3.79  0.0000
73 H 1.64 1.72 5.26  0.0001
74 H -4.39 -0.79 3.90  0.0000
75 H -6.80 -0.88 4.15  0.0000
76 H -8.30 0.23 2.52  0.0000
77 H -7.31 1.45 0.60  0.0000
78 H -6.14 3.57 1.55  0.0000
79 H -5.84 6.04 1.39  0.0000
80 H -4.10 6.96 -0.09  0.0000
81 H -2.56 5.51 -1.28  0.0000
82 H -6.60 2.97 -1.34  0.0000
83 H -7.55 2.11 -3.48  0.0000
84 H -6.65 0.03 -4.45  0.0000
85 H -4.80 -1.15 -3.40  0.0000
86 H -2.29 -1.49 -2.27  0.0000
87 H -3.87 -2.19 -1.93  0.0000
88 H -1.39 -4.76 -0.21  0.0000
89 H -2.89 -4.12 -2.80  0.0000
90 H -3.53 -5.09 -1.48  0.0000
91 H -2.13 -5.65 -2.39  0.0000
92 H -0.59 -2.95 -2.53  0.0000
93 H 0.08 -4.53 -2.18  0.0000
94 H 0.34 -3.20 -1.06  0.0000
95 H -4.03 -2.36 1.55  0.0000
96 H -3.51 -5.29 0.88  0.0000
97 H -4.40 -4.66 2.26  0.0000
98 H -2.66 -4.38 2.12  0.0000
99 H -5.15 -3.93 -0.81  0.0000
100 H -5.47 -2.25 -0.39  0.0000
101 H -5.99 -3.54 0.68  0.0000
102 H -0.14 0.43 -4.04  -0.0001
103 H -2.94 1.56 -3.53  0.0000
104 H -2.31 0.10 -2.80  0.0000
105 H -2.52 0.18 -4.55  0.0000
106 H -1.36 3.11 -4.89  0.0000
107 H -1.26 1.68 -5.90  -0.0001
108 H 0.21 2.48 -5.40  0.0000
109 C -0.67 5.46 2.21  0.0005
110 C 0.64 5.88 2.36  0.0024
111 C 1.68 5.04 2.00  -0.0001
112 C 1.38 3.78 1.47  0.0014
113 C 0.06 3.35 1.27  -0.0119
114 C -0.96 4.21 1.68  -0.0005
115 C 2.46 2.82 1.11  0.0121
116 C 3.84 3.08 1.32  -0.0016
117 C 4.76 2.16 0.89  0.0116
118 C 4.34 0.97 0.25  -0.0001
119 C 5.24 0.01 -0.26  0.0011
120 C 4.78 -1.11 -0.90  -0.0020
121 C 3.39 -1.30 -1.05  0.0010
122 C 2.49 -0.39 -0.56  0.0009
123 C 2.96 0.76 0.10  0.0075
124 N 2.06 1.68 0.57  0.0038
125 H -1.49 6.11 2.51  -0.0001
126 H 0.86 6.86 2.77  0.0001
127 H 2.70 5.37 2.13  -0.0002
128 H -2.00 3.91 1.60  -0.0002
129 H 4.15 3.99 1.80  -0.0003
130 H 5.81 2.34 1.03  0.0007
131 H 6.30 0.18 -0.14  0.0001
132 H 5.46 -1.84 -1.29  -0.0001
133 H 3.02 -2.18 -1.57  0.0001
134 H 1.43 -0.57 -0.71  0.0012

Its LUMO energy (spin up / spin down) is -3.47 / -3.40 eV. For the HOMO-LUMO gap (spin up / spin down), the calculation gives 5.651 / 5.680 eV. As for the total energy: -6323.815889 hartree. Its total charge is +1. The spin multiplicity is 2.

Question: The highest total charge belongs to which entry?
Answer: C54H67As2BN6OPRhS

Question: total charge of number 2 (C54H69CaN2O8P2SSi)?
Answer: +1

Question: total charge of number 2 (C54H69CaN2O8P2SSi)?
Answer: +1